A structure of composition C32H37BrFeGeN4O2 in a non-equilibrium geometry, computed with wB97M-V/def2-TZVPD.

```
78
C32H37BrFeGeN4O2, DFT wB97M-V/def2-TZVPD
Br 2.80919 0.53510 7.34324
Ge -0.39484 1.64833 -1.10960
Fe -1.09208 -1.32039 1.18452
O 0.27045 1.15908 1.40611
O -0.45797 -0.28404 3.00812
N 1.22866 -1.93563 1.27919
N -2.29606 -3.13331 2.33069
N -2.60703 -1.68455 -0.70279
N -0.57992 -3.68819 -0.02823
C -0.89712 -0.56036 -4.72553
C -1.03539 4.20502 0.16211
C 2.31083 0.60381 -1.38123
C 0.86318 -3.84016 -0.18283
C -1.14710 0.81163 -2.73679
C -0.34670 0.14382 -3.66552
C -1.68779 5.41507 0.33310
C -2.53232 0.78830 -2.94767
C -2.45792 5.94288 -0.69786
C 3.63544 1.96182 5.01333
C 2.45601 1.94726 2.89085
C -1.89869 4.04359 -2.06457
C -0.62492 0.54005 0.46110
C 2.63920 1.12154 5.51795
C -3.09183 0.08286 -4.00428
C 4.37793 1.81803 -1.28113
C 2.27644 2.98909 -1.35077
C 1.57269 0.67884 4.78995
C 3.51069 2.35477 3.66347
C 0.35558 0.62382 2.64142
C -1.16113 -4.70875 0.83470
C -2.27849 -0.60863 -4.89134
C 3.69587 0.60844 -1.33184
C 1.43420 1.09618 3.42580
C 1.66430 -3.29215 0.99764
C 3.66539 3.00750 -1.30024
C 1.57366 1.78761 -1.38327
C -1.23998 -3.58562 -1.32741
C -2.56289 5.25090 -1.89637
C -1.33908 -4.23590 2.27625
C -1.11687 3.50139 -1.04250
C -2.65283 -3.02499 -1.26109
H 2.39348 2.23670 1.84881
H -3.16624 5.65715 -2.70098
H 1.51064 -3.90662 1.88684
H -0.45359 3.78232 0.97554
H -0.54477 -5.61964 0.83744
H -3.23347 -3.44574 2.11483
H -0.66540 -2.87766 -1.93020
H 4.19443 3.95293 -1.25908
H 0.73130 0.18343 -3.55116
H -3.30164 -3.64426 -0.63474
H -2.71198 -1.16980 -5.71028
H -2.97020 6.88858 -0.56667
H 0.82177 0.02535 5.21165
H -2.04341 -1.07475 -1.28256
H 2.72747 -3.36211 0.73411
H -2.14452 -4.98871 0.44780
H 1.76489 -0.33624 -1.40470
H 1.13654 -4.89574 -0.34072
H 1.16778 -3.28137 -1.06992
H 4.24649 -0.32571 -1.31066
H -1.63684 -5.09854 2.88681
H -3.05313 -3.05878 -2.28445
H -0.39139 -3.85626 2.65552
H -4.16773 0.07435 -4.14318
H 4.46307 2.28917 5.62541
H -1.97762 3.51508 -3.00909
H -0.25459 -1.07143 -5.43358
H -1.25433 -4.55279 -1.85740
H -3.17017 1.34245 -2.26621
H -2.29820 -2.69460 3.24401
H -3.52613 -1.26701 -0.63664
H 5.45939 1.83021 -1.21606
H 4.28228 2.98651 3.23612
H 1.53038 -1.28477 0.56219
H 1.72284 3.92290 -1.34550
H -1.60696 5.94785 1.27332
H 1.57883 -1.58650 2.16674
```

For the gap between HOMO and LUMO (alpha / beta), the calculation gives 3.036 / 4.284 eV. The calculation puts the lowest unoccupied orbital energy (alpha / beta) at 0.080 / 0.080 Eh. The multiplicity is 6. Its charge is -1. The total energy comes out at -204783.82232 eV.

natural (NBO) atomic charge list, values in e, 6 entries: -0.051 1.509 1.234 -0.599 -0.829 -0.880

---

A structure of composition C32H37BrFeGeNO2PSSe2, computed with wB97M-V/def2-TZVPD.

```
79
C32H37BrFeGeNO2PSSe2, DFT wB97M-V/def2-TZVPD
Br 3.45153 3.34749 -5.92819
Se 2.83024 -0.45757 1.08463
Se 1.34584 -2.75600 -1.02239
Ge -2.32634 1.61600 1.04912
Fe 0.70186 -0.48763 -0.20806
S -0.79025 0.06076 1.82625
P 3.17971 -2.36946 0.10201
O 1.38874 0.31763 -1.92046
O 0.60130 1.61938 -0.38493
N -1.68992 -1.29828 -0.24630
C 6.36761 -1.17103 -2.13434
C -2.37752 1.83832 -0.90259
C 1.63162 2.67676 -2.27675
C 5.27608 -1.14906 -1.27829
C 4.62406 -2.33658 -0.96737
C -2.24844 -3.62204 -0.29267
C 3.47159 -3.66017 1.32517
C 6.14294 -3.55757 -2.37145
C 1.18941 1.50863 -1.49988
C -4.27821 1.67606 3.21169
C -3.96801 0.95229 1.90022
C -1.51781 -2.61830 1.75789
C 2.63817 3.58692 -4.24137
C 2.80531 -5.59501 2.57962
C 4.00795 -5.56072 3.26805
C -4.67968 2.89356 -1.07085
C 1.44419 3.95625 -1.76392
C -1.43507 -1.41832 1.06391
C -1.94095 -3.73633 1.05944
C 4.68441 -3.62794 2.01500
C 5.05729 -3.54432 -1.51537
C 4.94821 -4.57619 2.98680
C -5.04056 3.82755 4.31060
C -4.76038 3.10640 2.99947
C 2.23004 2.48159 -3.51864
C 6.79824 -2.37101 -2.67949
C -6.13863 2.69841 -1.45609
C -3.80141 1.70478 -1.44392
C -2.09514 -2.39234 -0.90381
C 1.86168 5.05049 -2.50251
C 2.45859 4.86970 -3.74197
C 2.53187 -4.64333 1.60800
H 1.72667 6.05196 -2.11713
H 4.93134 -0.21258 -0.85853
H 0.98053 4.07952 -0.79482
H -1.26338 -2.66006 2.80731
H -4.01421 3.66923 2.42635
H -5.41038 4.83902 4.14457
H 2.07792 -6.36665 2.79446
H -6.73449 3.58363 -1.23424
H -4.80533 1.05645 1.20521
H -1.70636 2.79494 1.81153
H -6.23830 2.49030 -2.52311
H -6.57832 1.85663 -0.91605
H -4.13536 3.89922 4.91681
H -4.27864 3.79326 -1.54636
H 1.59481 -4.66497 1.06579
H -1.70278 1.12934 -1.37391
H -2.58576 -4.47521 -0.86360
H -5.66398 3.08861 2.38122
H -2.02962 -4.68972 1.56354
H 2.78533 5.72181 -4.32221
H -5.78858 3.29177 4.89792
H -1.98587 2.83772 -1.11173
H 6.48193 -4.49166 -2.79853
H 6.87916 -0.24876 -2.37447
H -4.25944 0.77834 -1.07792
H -5.04589 1.12302 3.76061
H 4.21975 -6.30533 4.02401
H 5.88731 -4.55197 3.52286
H -3.84211 -0.12031 2.06954
H 4.55128 -4.47155 -1.27086
H 2.36810 1.47988 -3.90066
H -3.39365 1.68046 3.85878
H -4.61162 3.08099 0.00832
H -3.77018 1.60720 -2.53291
H 7.64898 -2.38537 -3.34783
H -2.29264 -2.26198 -1.96129
H 5.42360 -2.86698 1.79108
```

For the gap between HOMO and LUMO (alpha / beta), the calculation gives 8.630 / 6.931 eV. As for the energy above the lowest of the compared OMol25 structures with the same formula, charge and spin: 0.0 kJ/mol. The calculation puts the lowest unoccupied orbital energy (alpha / beta) at -0.097 / -0.160 Eh. The multiplicity is 6. Its charge is +1. The total energy comes out at -351129.79290 eV.

Löwdin atomic charge list, values in e, 6 entries: 0.770 0.504 0.494 0.808 0.409 0.700

---

A structure of composition C32H37Cl4N8O8PV in a non-equilibrium geometry, computed with wB97M-V/def2-TZVPD.

```
91
C32H37Cl4N8O8PV, DFT wB97M-V/def2-TZVPD
V -0.88491 0.43028 -0.43637
Cl -0.70003 -2.49047 2.15306
Cl 1.14357 -4.44963 1.11027
Cl 2.14007 -1.98210 2.22480
Cl -5.93199 -2.84567 3.59700
P 3.74752 -0.88605 -1.13102
O -1.30566 -0.55283 -2.25244
O 0.83971 -0.76229 -0.15325
O 0.47097 -2.77090 -1.10109
O -2.11611 -1.20384 -0.32154
O 4.35066 -2.04778 -0.16277
O 3.66696 0.28781 -0.02180
O -3.99409 -2.63472 -1.94549
O 5.11942 -0.39386 -1.91008
N 2.01128 3.51114 -1.29191
N -0.66840 0.90584 1.62936
N -2.38286 1.76268 -0.56368
N 0.41644 0.96051 3.55339
N 1.83489 1.45564 -2.30228
N 2.06055 5.53124 -0.21930
N 0.13454 2.12107 -0.91146
N 0.07486 4.38528 -0.21090
C 1.33787 2.38254 -1.47589
C -3.64429 0.54409 3.83016
C 0.82448 -2.71629 1.26561
C -3.70968 1.57420 -0.74998
C -5.57798 -2.02187 -0.31213
C -0.92557 0.82616 3.88423
C 0.69201 -2.03509 -0.16544
C 5.34510 2.04495 0.08468
C -6.32707 -1.21973 -1.34200
C -2.95568 0.59172 5.05485
C -1.95061 -1.39799 -1.57224
C -2.59351 -2.60407 -2.20810
C -5.35799 -2.83079 1.94683
C -0.50895 3.21134 -0.41040
C -4.62431 2.57955 -0.59698
C -1.59664 0.79433 2.66566
C 4.53994 -3.34765 -0.73785
C 0.50357 0.98270 2.20888
C -3.77323 -3.51401 0.30243
C 6.01018 -3.60980 -0.98414
C -4.18441 3.85413 -0.20145
C -4.42401 -2.72979 -0.64073
C -1.58303 0.73057 5.10573
C -2.98088 0.64146 2.62439
C 5.19998 -0.59170 -3.32310
C -4.23451 -3.56367 1.60521
C 4.81958 0.76184 0.69478
C -6.03210 -2.08182 1.00228
C 5.74289 0.65793 -3.97812
C 1.35846 4.43518 -0.57670
C -2.83871 4.07532 -0.05139
C -1.94656 3.02621 -0.27790
H 6.43810 -2.83746 -1.62397
H -4.71850 0.41444 3.83501
H -1.04874 0.74960 6.04613
H 1.43080 0.52876 -2.29268
H 4.48075 0.93593 1.71840
H 5.06602 1.50283 -3.83863
H 6.14588 -4.58009 -1.46500
H 4.12703 -4.06235 -0.02560
H 2.80719 1.54508 -2.54485
H 2.97454 5.66410 -0.61133
H -3.71391 -4.14802 2.35110
H -6.91409 -1.52306 1.29059
H 3.96016 -3.43453 -1.66412
H 5.89756 1.84261 -0.83173
H 4.51263 2.70922 -0.15607
H -3.51089 0.57394 1.68467
H -2.07894 -3.50559 -1.86857
H 1.56573 6.30483 0.18496
H -2.43953 5.04425 0.21433
H 5.88206 0.49863 -5.04815
H -7.14896 -1.80258 -1.76307
H -2.49632 -2.52688 -3.28742
H -6.75728 -0.32325 -0.89262
H 1.19718 0.94165 4.18454
H -5.68106 -0.93169 -2.16899
H -2.88245 -4.06507 0.03522
H 6.00604 2.55179 0.79062
H 6.56044 -3.60861 -0.04310
H 1.44088 1.04122 1.67468
H 5.85803 -1.44204 -3.52200
H -4.89542 4.65082 -0.03046
H -4.00769 0.56305 -0.99574
H -3.51412 0.50539 5.97730
H 4.21109 -0.84425 -3.72155
H 5.58022 -0.01942 0.72172
H 6.70548 0.92499 -3.54076
H -5.67167 2.38043 -0.77652
```

For the gap between HOMO and LUMO (alpha / beta), the calculation gives 5.804 / 7.435 eV. As for the energy above the lowest of the compared OMol25 structures with the same formula, charge and spin: 12.2 kJ/mol. The calculation puts the lowest unoccupied orbital energy (alpha / beta) at -0.018 / -0.023 Eh. The multiplicity is 4. Its charge is 0. The total energy comes out at -147159.63323 eV.

Löwdin atomic charge list, values in e, 6 entries: 0.844 0.670 0.611 0.617 0.638 0.879